(1)
{
  "formula": "C10H14N2O3",
  "method": "ωB97M-V/def2-TZVPD",
  "species": ["C", "C", "C", "C", "C", "C", "C", "C", "C", "C", "N", "N", "O", "O", "O", "H", "H", "H", "H", "H", "H", "H", "H", "H", "H", "H", "H", "H", "H"],
  "coordinates": [[-2.41103, -0.85104, -1.17824], [-3.42974, 0.96338, 0.79620], [-1.74830, 0.27762, -0.94940], [-3.59430, -1.19055, -0.35372], [-4.06313, -0.24478, 0.61643], [-2.27126, 1.27198, 0.06527], [-0.58079, 0.75277, -1.78646], [-0.44102, 2.77671, -0.30583], [0.38673, 1.77390, -1.08380], [0.71269, 0.77838, 1.19515], [2.86447, -3.28907, 0.40825], [1.24516, 1.20353, -0.10113], [-4.22827, -2.24603, -0.50505], [-5.20031, -0.65115, 1.28187], [-1.52957, 2.40360, 0.32262], [-1.98234, -1.42602, -1.92686], [-3.83910, 1.70225, 1.50181], [0.06847, -0.15089, -2.28476], [-0.87230, 1.19360, -2.72837], [0.13989, 3.47644, 0.30303], [3.78658, -2.84190, 0.47100], [0.93703, 2.16205, -1.82532], [0.46922, 1.50944, 1.94788], [-0.19003, 0.19662, 0.92288], [1.43721, -0.02008, 1.42886], [2.36994, -2.60136, -0.12776], [2.41626, -3.25799, 1.29396], [2.12419, 1.64831, 0.14071], [-5.48694, -1.40205, 0.82716]],
  "orbital_gap_ev": [6.046, 7.889],
  "e_above_lowest_kcal_mol": 115.6,
  "largest_force_ev_per_a": 4.73,
  "homo_ev": [-7.4, -7.8],
  "multiplicity": 1,
  "mol_weight_g_mol": 210.2,
  "e_tot_ev": -19715.59825
}

=====

(2)
{
  "formula": "C10H14N2O6Rh",
  "method": "ωB97M-V/def2-TZVPD",
  "species": ["Rh", "O", "C", "O", "C", "C", "C", "C", "C", "O", "C", "C", "O", "O", "H", "H", "H", "H", "H", "H", "H", "H", "C", "N", "C", "N", "O", "H", "H", "H", "H", "H", "H"],
  "coordinates": [[-0.35063, 1.75830, 0.33001], [2.73465, 0.94441, -1.94702], [1.65002, 0.87790, -1.46175], [1.42701, 1.37881, -0.21783], [0.48446, 0.11211, -2.07576], [-0.20330, -0.77286, -1.03411], [-1.11261, -1.80214, -1.68471], [-2.29776, -0.93573, -2.18742], [-1.87991, 0.46508, -1.77746], [-1.20744, 0.17424, -0.47084], [-0.70804, 0.98523, -2.60981], [-0.54449, 2.49584, -2.43256], [-0.40692, 3.24060, -3.35538], [-0.65510, 2.91256, -1.16874], [0.91401, -0.48049, -2.87979], [0.41854, -1.12312, -0.21470], [-1.44102, -2.54102, -0.95782], [-0.59203, -2.32112, -2.48655], [-3.22855, -1.21739, -1.70119], [-2.44378, -0.99232, -3.26370], [-2.67923, 1.17584, -1.59066], [-0.86454, 0.80679, -3.67046], [1.30490, -1.19275, 4.71695], [0.40185, -0.38299, 3.91437], [0.70873, 0.15976, 2.73714], [1.89310, -0.10701, 2.17532], [-0.15679, 0.90826, 2.18224], [0.79918, -1.45624, 5.64024], [2.20851, -0.63822, 4.97549], [1.57202, -2.11597, 4.20093], [-0.51069, -0.15077, 4.26946], [2.60976, -0.58548, 2.69321], [2.15611, 0.41991, 1.35293]],
  "orbital_gap_ev": 7.494,
  "total_charge": 1,
  "e_above_lowest_kcal_mol": 0.4,
  "largest_force_ev_per_a": 0.21,
  "homo_ev": -13.2,
  "multiplicity": 1,
  "mol_weight_g_mol": 361.1,
  "e_tot_ev": -28863.70344
}

=====

(3)
{
  "formula": "C10H14N2S",
  "method": "ωB97M-V/def2-TZVPD",
  "species": ["H", "N", "C", "N", "C", "C", "C", "C", "C", "C", "C", "S", "C", "C", "H", "H", "H", "H", "H", "H", "H", "H", "H", "H", "H", "H", "H"],
  "coordinates": [[-1.27232, 0.66555, -0.03028], [-1.31011, -0.00873, -0.89400], [-0.31225, -0.90874, -0.81878], [0.78537, -0.72947, 0.11320], [0.71151, 0.36516, 0.91553], [0.53858, 1.73690, 0.44157], [0.54164, 2.68545, 1.36040], [0.76179, 2.54306, 2.66586], [0.42092, 3.83224, 3.47634], [1.05752, 1.15314, 3.17271], [1.04885, 0.10080, 2.24233], [-0.04820, -2.15893, -1.94461], [-1.59516, -2.07558, -3.17847], [-1.66378, -3.38950, -4.08706], [1.76981, -1.43661, 0.19123], [0.62763, 2.05427, -0.63241], [0.34273, 3.71968, 0.93353], [0.54756, 3.62182, 4.62667], [-0.76516, 4.35211, 3.27049], [1.09840, 4.55739, 2.84824], [1.05948, 0.89751, 4.30196], [1.09624, -0.95820, 2.55623], [-1.67819, -1.00577, -3.44713], [-2.56045, -1.98287, -2.47810], [-1.46972, -4.25546, -3.38667], [-0.71112, -3.26733, -4.83950], [-2.69818, -3.50935, -4.47750]],
  "orbital_gap_ev": 8.388,
  "e_above_lowest_kcal_mol": 128.0,
  "largest_force_ev_per_a": 5.29,
  "homo_ev": -7.9,
  "multiplicity": 1,
  "mol_weight_g_mol": 194.3,
  "e_tot_ev": -24407.83372,
  "smiles": "[H]/N=C(\\Nc1ccc(C)cc1)SCC"
}

=====

(4)
{
  "formula": "C10H14N3",
  "method": "ωB97M-V/def2-TZVPD",
  "species": ["C", "C", "C", "C", "C", "C", "C", "C", "C", "C", "N", "N", "N", "H", "H", "H", "H", "H", "H", "H", "H", "H", "H", "H", "H", "H", "H"],
  "coordinates": [[-2.73498, 2.65406, 0.72864], [-2.44565, 1.92237, 1.90689], [-1.80739, 2.60395, -0.31304], [-1.47937, 0.98094, 1.88667], [-0.77872, 1.72305, -0.29403], [-0.53145, 0.92176, 0.82480], [1.10068, -2.07422, -0.58623], [0.42179, -0.15812, 0.73564], [1.35660, -0.60296, -0.21517], [2.85245, -0.58745, 0.30815], [1.49424, -3.10195, -0.02456], [0.31297, -2.25798, -1.63974], [-0.11887, -1.21881, -2.47180], [-3.55632, 3.34718, 0.68513], [-3.00615, 1.99847, 2.78855], [-1.84532, 3.30526, -1.12713], [-1.30295, 0.34101, 2.84569], [-0.15936, 1.73506, -1.17053], [0.53321, -0.86451, 1.61012], [1.43643, -0.13657, -1.23240], [2.67918, -0.99156, 1.29170], [3.11673, 0.39494, 0.51947], [3.76359, -1.08727, -0.23155], [1.61693, -3.25066, 0.99424], [0.18627, -3.19637, -1.87517], [-1.16252, -1.07432, -2.47923], [0.05798, -1.32527, -3.46510]],
  "orbital_gap_ev": [6.259, 6.258],
  "total_charge": 1,
  "e_above_lowest_kcal_mol": 103.9,
  "largest_force_ev_per_a": 5.19,
  "homo_ev": [-12.4, -12.4],
  "multiplicity": 1,
  "mol_weight_g_mol": 176.2,
  "e_tot_ev": -15056.90997
}

=====

(5)
{
  "formula": "C10H14N4O5",
  "method": "ωB97M-V/def2-TZVPD",
  "species": ["N", "C", "C", "C", "C", "N", "C", "N", "C", "O", "N", "C", "C", "C", "O", "O", "C", "O", "O", "H", "H", "H", "H", "H", "H", "H", "H", "H", "H", "H", "H", "H", "H"],
  "coordinates": [[-1.62090, 0.86888, -0.59583], [-0.31748, 0.41630, -0.75925], [0.26787, -0.01125, -2.14176], [-0.69926, -0.84726, -2.72977], [-1.06115, -0.99964, -4.06203], [-1.76451, -2.20958, -4.04069], [-2.04820, -2.60272, -2.85638], [-1.32991, -1.91042, -1.96967], [0.87921, 1.21136, -0.00211], [1.88504, 1.48725, -0.57596], [0.28296, 1.61625, 1.18584], [0.84207, 1.56318, 2.52054], [1.00216, 0.11380, 3.00232], [-0.32809, -0.79080, 2.91612], [-1.42116, -0.31942, 2.95931], [0.00968, -2.08295, 3.14647], [2.27979, 2.22757, 2.69012], [2.47660, 2.64408, 3.78384], [2.82134, 2.57564, 1.57285], [-2.13854, 1.32923, 0.11749], [-2.32181, 0.29345, -1.12913], [-0.19987, -0.58009, -0.32633], [1.33411, -0.30364, -1.92108], [0.46503, 0.79095, -2.71298], [-0.82627, -0.57630, -5.02582], [-2.19195, -2.79181, -4.76148], [-2.54066, -3.55411, -2.87509], [-0.31684, 0.81861, 1.20006], [0.05723, 2.07716, 3.11658], [1.75040, -0.45672, 2.40363], [1.23324, 0.24311, 4.12674], [0.93443, -2.22716, 2.93124], [2.60542, 1.98704, 0.81218]],
  "orbital_gap_ev": 9.125,
  "e_above_lowest_kcal_mol": 116.2,
  "largest_force_ev_per_a": 5.38,
  "homo_ev": -8.8,
  "multiplicity": 1,
  "mol_weight_g_mol": 270.2,
  "e_tot_ev": -26792.31165,
  "smiles": "N[C@@H](Cc1c[nH]cn1)C(=O)N[C@@H](CC(=O)O)C(=O)O"
}

=====

(6)
{
  "formula": "C10H14NO10Re",
  "method": "ωB97M-V/def2-TZVPD",
  "species": ["Re", "O", "C", "C", "N", "C", "C", "O", "O", "C", "C", "O", "O", "H", "H", "H", "H", "H", "H", "H", "H", "H", "O", "C", "O", "C", "O", "C", "C", "O", "O", "H", "H", "H", "H", "H"],
  "coordinates": [[-0.26339, 0.32325, 0.62284], [-1.36649, -0.71485, 2.17644], [-0.82309, -2.02495, 2.37494], [-0.72529, -2.63885, 0.97954], [0.05021, -1.76775, 0.05434], [1.49471, -1.99915, 0.18354], [2.10881, -1.13655, 1.34244], [3.08121, -1.51995, 1.92474], [1.47951, -0.02545, 1.55734], [-0.45859, -1.94825, -1.31266], [-1.78019, -1.10395, -1.44646], [-2.63859, -1.41825, -2.22026], [-1.78239, -0.06915, -0.67246], [-1.47289, -0.23225, 3.01374], [-1.51509, -2.60995, 2.98904], [0.15141, -1.96975, 2.87604], [-1.74429, -2.72365, 0.59134], [-0.28079, -3.63735, 1.03414], [2.00831, -1.68575, -0.73076], [1.73691, -3.04865, 0.36874], [-0.64859, -2.99245, -1.57366], [0.25031, -1.53615, -2.03536], [-1.52139, 2.58385, -3.09836], [-0.98099, 2.42545, -1.91766], [-1.52999, 2.50045, -0.85436], [0.51901, 2.08865, -2.01196], [1.02951, 1.69335, -0.74316], [1.51901, 2.72895, 0.07844], [0.45071, 3.13285, 1.23884], [0.55291, 4.23905, 1.67604], [-0.29159, 2.16785, 1.52424], [-2.48169, 2.74555, -3.05306], [1.06501, 2.95415, -2.40116], [0.65421, 1.25035, -2.70146], [1.78011, 3.62915, -0.47746], [2.37341, 2.34005, 0.64344]],
  "orbital_gap_ev": [6.760, 7.101],
  "total_charge": 1,
  "e_above_lowest_kcal_mol": 37.5,
  "largest_force_ev_per_a": 5.90,
  "homo_ev": [-12.8, -12.8],
  "multiplicity": 2,
  "mol_weight_g_mol": 494.4,
  "s2": 0.8611,
  "e_tot_ev": -34685.31731
}

=====

(7)
{
  "formula": "C10H14NOS",
  "method": "ωB97M-V/def2-TZVPD",
  "species": ["O", "C", "C", "C", "C", "C", "C", "C", "C", "N", "C", "C", "S", "H", "H", "H", "H", "H", "H", "H", "H", "H", "H", "H", "H", "H", "H"],
  "coordinates": [[1.56238, -0.72386, -2.87737], [1.28247, -0.60791, -1.56945], [2.18362, -0.26116, -0.65742], [1.68815, -0.01669, 0.70203], [1.91766, 1.15367, 1.39113], [1.55900, 1.25476, 2.73527], [0.84343, 0.24488, 3.35245], [0.51257, -0.88439, 2.61378], [1.10015, -1.08799, 1.37637], [-0.03436, -0.80629, -1.22485], [-1.03922, 0.22940, -1.67766], [-2.48603, -0.09468, -1.39300], [-3.09890, 0.17125, 0.39080], [2.43287, -0.49460, -3.10368], [3.09072, 0.19277, -1.03573], [2.33303, 2.02934, 0.87250], [1.89347, 2.07933, 3.38593], [0.60614, 0.45055, 4.39473], [-0.34613, -1.58615, 2.97727], [1.08046, -1.98552, 0.78141], [-0.03662, -1.13073, -0.16808], [-0.30846, -1.70634, -1.70314], [-0.89818, 0.37265, -2.87559], [-0.72455, 1.07493, -1.00212], [-2.99330, 0.76106, -1.93658], [-2.72655, -1.04594, -1.83329], [-2.81478, -1.03491, 0.76792]],
  "orbital_gap_ev": 9.441,
  "total_charge": 1,
  "e_above_lowest_kcal_mol": 0.0,
  "largest_force_ev_per_a": 5.38,
  "homo_ev": -12.5,
  "multiplicity": 1,
  "mol_weight_g_mol": 196.3,
  "e_tot_ev": -24961.13818,
  "smiles": "O/C(=C/c1ccccc1)[NH2+]CCS"
}

=====

(8)
{
  "formula": "C10H14NOS",
  "method": "ωB97M-V/def2-TZVPD",
  "species": ["C", "C", "C", "C", "C", "C", "C", "C", "C", "C", "N", "O", "S", "H", "H", "H", "H", "H", "H", "H", "H", "H", "H", "H", "H", "H", "H"],
  "coordinates": [[3.97017, -1.20966, 0.39137], [2.82554, -1.40964, -0.42079], [3.94207, 0.03802, 1.00563], [2.09423, -0.28525, -0.46822], [0.25843, 1.28732, -1.19117], [-0.52266, 1.34256, 0.10207], [0.93742, -0.03464, -1.34801], [-1.05542, -0.12799, 0.29798], [-2.50692, -0.30389, -0.19187], [-0.77541, -0.53584, 1.71214], [-0.32449, -1.05470, -0.43159], [-0.14828, -2.23770, -0.34264], [2.62372, 1.05849, 0.59316], [4.81231, -1.89100, 0.61866], [2.73944, -2.40921, -0.93241], [4.71884, 0.42507, 1.77298], [-0.46068, 1.44812, -2.00129], [0.93898, 2.11181, -1.22344], [0.28918, 1.57098, 0.89718], [-1.39979, 1.97050, 0.16036], [0.99684, -0.62370, -2.22828], [-3.17124, 0.56731, 0.01406], [-3.08175, -1.23394, 0.28102], [-2.71007, -0.53980, -1.29266], [-1.22538, 0.07159, 2.58144], [0.32181, -0.50115, 1.71295], [-1.08940, -1.58006, 1.87529]],
  "orbital_gap_ev": [8.458, 6.261],
  "total_charge": 1,
  "largest_force_ev_per_a": 4.70,
  "homo_ev": [-12.4, -13.4],
  "multiplicity": 3,
  "mol_weight_g_mol": 196.3,
  "s2": 2.0421,
  "e_tot_ev": -24957.64573
}